C4H9NO2 | the ωB97M-V functional and the def2-TZVPD basis

```
16
Properties=species:S:1:pos:R:3:nbo_charge:R:1
O 1.312 -1.049 -0.807 -0.66
O -0.859 1.872 -0.516 -0.70
N 2.505 0.025 0.767 -0.83
C 0.066 -0.160 0.956 -0.59
C -0.641 0.535 -0.722 0.24
C -1.832 -0.372 -0.914 -0.67
C 1.333 -0.500 0.287 0.65
H 2.695 0.044 1.757 0.39
H -1.208 1.876 0.378 0.47
H 3.280 -0.215 0.165 0.40
H -1.438 -1.391 -0.973 0.24
H -0.553 -1.038 1.178 0.22
H -2.401 -0.169 -1.831 0.22
H 0.001 0.474 -1.630 0.21
H -2.490 -0.265 -0.050 0.20
H 0.232 0.333 1.957 0.21
```

Results
Gap between HOMO and LUMO in Ha: 0.3767
Net charge: 0
Strongest force on any atom in eV/A: 1.58
LUMO in eV: 0.88

C4H29N2O9 | the ωB97M-V functional and the def2-TZVPD basis

```
44
Properties=species:S:1:pos:R:3:nbo_charge:R:1
O 1.317 0.617 3.778 -0.96
O 0.376 -2.123 2.604 -1.01
O -2.366 -0.738 2.484 -1.00
O 2.741 -1.223 1.253 -1.00
O 2.448 -1.956 -3.406 -0.90
O -1.898 2.899 0.125 -0.94
O -4.116 -1.398 0.290 -0.95
O 1.042 2.546 -0.080 -0.98
O 2.752 0.606 -0.505 -1.02
N -0.676 1.466 -2.985 -0.85
N -0.504 0.658 1.049 -0.73
C -1.538 -0.784 -3.090 -0.51
C -0.702 0.059 -2.521 0.16
C -0.301 -0.378 -0.031 -0.27
C 0.223 0.033 -1.364 -0.52
H 1.554 1.860 -0.214 0.49
H -3.366 -1.834 -0.081 0.47
H -4.301 -0.670 -0.365 0.49
H -0.578 -2.171 2.639 0.53
H 1.705 -1.190 -3.536 0.46
H -1.696 3.709 0.660 0.48
H 2.319 0.912 3.798 0.49
H 0.292 1.933 -2.767 0.38
H -2.819 -0.621 3.354 0.49
H -1.120 1.629 -3.870 0.39
H -1.259 -0.999 -0.205 0.23
H -1.287 3.109 -0.650 0.49
H -2.424 -0.818 -3.765 0.25
H 0.067 -1.335 0.522 0.26
H 2.329 -1.960 -2.468 0.45
H 3.263 -2.110 1.083 0.52
H -1.057 0.610 1.821 0.46
H 2.089 -1.201 1.991 0.52
H -0.520 1.588 0.516 0.49
H -3.192 -0.903 1.990 0.52
H 0.463 0.572 1.464 0.43
H -1.517 -1.924 -2.726 0.20
H 1.148 -0.556 -1.637 0.25
H 2.984 -0.217 0.026 0.51
H 0.836 1.015 -1.319 0.27
H 1.412 3.430 -0.038 0.51
H 1.336 -0.387 3.843 0.47
H 0.915 -2.501 3.296 0.50
H 3.626 0.746 -0.961 0.50
```

Results
Gap between HOMO and LUMO in Ha: 0.3127
Net charge: +1
Strongest force on any atom in eV/A: 8.59
LUMO in eV: -2.89